A.
This record from the Open Molecules 2025 dataset describes a 2-piece molecular cluster, C2H9BNO2 overall. The level of theory is ωB97M-V/def2-TZVPD.

```
15
Properties=species:S:1:pos:R:3
B -0.960 -0.392 0.247
C 1.710 -1.163 -0.246
C -0.198 0.685 1.006
N -0.021 1.880 0.168
O -1.240 -1.714 0.559
O -1.348 0.036 -1.033
H 2.475 -0.576 -0.736
H 1.786 -1.742 0.686
H 0.816 -1.306 -0.821
H 0.388 0.681 1.904
H 1.017 1.997 0.136
H -0.478 2.696 0.566
H -0.534 1.514 -0.668
H -1.451 -2.165 -0.199
H -1.961 -0.430 -1.569
```

⟨S²⟩: 2.006
Kohn-Sham gap (alpha / beta): 8.96 / 9.92 eV
2S+1: 3
charge: +1
LUMO energy (alpha / beta): -0.1318 / -0.2355 hartree

Mulliken atomic charge list, values in e, 4 entries: atom 1 (B): 0.543, atom 2 (C): -1.021, atom 3 (C): -0.602, atom 4 (N): -0.108

***

B.
This record from the Open Molecules 2025 dataset describes C2H9BNO2 as an isolated structure. The level of theory is ωB97M-V/def2-TZVPD.

```
15
Properties=species:S:1:pos:R:3
B -1.476 -0.005 -0.298
C 0.555 1.070 1.022
C 0.184 0.162 -0.049
N 1.052 -1.084 0.165
O -2.168 1.144 -0.350
O -1.891 -1.302 -0.498
H 1.517 0.813 1.278
H 0.463 2.111 0.754
H -0.149 1.134 1.848
H 0.642 0.583 -1.333
H 1.380 -0.976 1.077
H 1.905 -1.185 -0.401
H 0.435 -1.934 -0.043
H -3.067 0.907 -0.466
H -2.760 -1.613 -0.650
```

⟨S²⟩: 2.004
Kohn-Sham gap (alpha / beta): 6.09 / 8.23 eV
2S+1: 3
charge: +1
LUMO energy (alpha / beta): -0.1216 / -0.3141 hartree

Mulliken atomic charge list, values in e, 4 entries: atom 1 (B): 0.726, atom 2 (C): -1.421, atom 3 (C): -0.264, atom 4 (N): -0.127

***

What should be chosen as the least stable of them? Choose B.

***

A.
This record from the Open Molecules 2025 dataset describes a 2-piece molecular cluster, C4H9NO3S overall. The level of theory is ωB97M-V/def2-TZVPD.

```
18
Properties=species:S:1:pos:R:3
C 0.938 0.992 -0.796
C 1.262 1.545 0.611
C 0.896 0.136 0.367
C 1.448 -2.049 -0.411
N -2.936 0.647 0.937
O -1.834 0.600 -1.301
O -2.238 -1.613 -0.130
O 1.245 -1.074 0.670
S -1.849 -0.238 -0.082
H -0.135 1.203 -1.242
H 1.737 0.849 -1.502
H 2.306 1.631 0.870
H 0.411 2.107 0.864
H 2.472 -2.219 -0.591
H 0.765 -1.607 -1.094
H 0.959 -2.912 0.058
H -2.758 0.379 1.883
H -2.689 1.623 0.886
```

Kohn-Sham gap (alpha / beta): 7.30 / 7.30 eV
2S+1: 1
LUMO energy (alpha / beta): -0.0166 / -0.0166 hartree

Mulliken atomic charge list, values in e, 4 entries: atom 1 (C): -0.388, atom 2 (C): -0.568, atom 3 (C): 0.400, atom 4 (C): -0.611

***

B.
This record from the Open Molecules 2025 dataset describes C4H9NO3S in the gas phase. The level of theory is ωB97M-V/def2-TZVPD.

```
18
Properties=species:S:1:pos:R:3
C -3.376 -1.101 0.367
C -0.137 0.265 -0.305
C 3.195 -0.074 0.560
C 1.305 0.658 -0.801
N -0.432 -0.125 0.879
O -1.040 0.256 -1.199
O -2.819 1.467 0.350
O 2.198 0.895 0.240
S -2.670 0.223 -0.339
H -3.096 -1.196 1.481
H -3.252 -2.031 -0.090
H 3.733 -0.297 -0.371
H 2.794 -1.003 1.003
H 3.730 0.389 1.443
H 1.106 1.520 -1.641
H 1.555 -0.276 -1.392
H 0.333 0.115 1.531
H -3.128 0.315 -1.716
```

Kohn-Sham gap: 9.35 eV
2S+1: 1
LUMO energy: 0.0191 hartree

Mulliken atomic charge list, values in e, 4 entries: atom 1 (C): -0.702, atom 2 (C): 0.650, atom 3 (C): -0.652, atom 4 (C): -0.268

***

What should be chosen as the least stable of them? Choose B.

***

A.
This record from the Open Molecules 2025 dataset describes H4NOPS2 in the gas phase. The level of theory is ωB97M-V/def2-TZVPD.

```
9
Properties=species:S:1:pos:R:3
N -0.437 -1.117 0.912
O -0.086 -0.584 -1.644
P 0.252 -0.046 -0.122
S -0.776 1.894 -0.056
S 2.147 0.102 0.197
H -1.433 -1.345 0.748
H 0.116 -1.452 1.712
H -0.280 0.269 -2.048
H 0.498 2.278 0.302
```

Kohn-Sham gap: 9.60 eV
2S+1: 1
LUMO energy: 0.0185 hartree

Mulliken atomic charge list, values in e, 4 entries: atom 1 (N): -0.459, atom 2 (O): -0.431, atom 3 (P): 0.636, atom 4 (S): -0.330

***

B.
This record from the Open Molecules 2025 dataset describes H4NOPS2 in the gas phase. The level of theory is ωB97M-V/def2-TZVPD.

```
9
Properties=species:S:1:pos:R:3
N 1.090 -0.262 0.924
O 0.286 -0.895 -1.425
P 0.015 0.143 -0.248
S -1.882 -0.513 0.627
S 0.000 2.045 -0.776
H 1.858 -0.933 0.780
H 1.340 0.400 1.620
H -0.214 -0.764 -2.244
H -2.492 0.779 0.742
```

Kohn-Sham gap: 9.36 eV
2S+1: 1
LUMO energy: 0.0188 hartree

Mulliken atomic charge list, values in e, 4 entries: atom 1 (N): -0.446, atom 2 (O): -0.501, atom 3 (P): 0.621, atom 4 (S): -0.308

***

What should be chosen as the least stable of them? Choose A.

***

A.
This record from the Open Molecules 2025 dataset describes C12H21N2 as an isolated structure. The level of theory is ωB97M-V/def2-TZVPD.

```
35
Properties=species:S:1:pos:R:3
C 1.354 1.952 1.911
C 3.081 -0.850 -0.738
C 1.121 -1.826 2.339
C 0.222 2.348 -1.668
C 1.693 1.234 0.775
C 1.796 -1.097 -0.442
C 0.568 -0.771 1.747
C 0.011 1.034 -1.517
C -1.828 -1.371 -1.863
C -1.427 -0.968 -0.447
C 1.089 -0.208 0.462
C -0.586 0.367 -0.360
N -2.657 -0.713 0.466
N -1.205 1.385 0.552
H 1.821 2.882 2.071
H 0.733 1.387 2.616
H 3.558 -1.555 -1.331
H 3.656 -0.108 -0.406
H 0.801 -2.268 3.274
H 2.102 -2.091 1.828
H 0.755 2.779 -2.521
H -0.259 3.214 -1.134
H 2.394 1.526 0.019
H 1.365 -1.953 -0.853
H -0.168 -0.304 2.316
H 0.521 0.540 -2.366
H -2.903 -1.341 -1.998
H -1.290 -0.765 -2.445
H -1.381 -2.275 -2.192
H -0.824 -1.705 0.182
H -2.869 -1.496 0.993
H -3.482 -0.626 -0.104
H -0.388 1.953 1.210
H -1.850 0.846 1.180
H -1.797 1.915 -0.030
```

Kohn-Sham gap: 9.38 eV
2S+1: 1
charge: +1
LUMO energy: -0.1083 hartree

Mulliken atomic charge list, values in e, 4 entries: atom 1 (C): -1.309, atom 2 (C): -1.171, atom 3 (C): -0.929, atom 4 (C): -1.135

***

B.
This record from the Open Molecules 2025 dataset describes a 2-piece molecular cluster, C12H21N2 overall. The level of theory is ωB97M-V/def2-TZVPD.

```
35
Properties=species:S:1:pos:R:3
C -1.344 2.265 -0.425
C 0.005 2.574 -0.154
C 2.396 -2.203 0.240
C 2.940 -1.335 -0.899
C -2.591 -1.374 -0.616
C -2.658 -1.111 0.821
C 1.077 -1.480 0.753
C 1.840 -0.178 -0.917
C -2.019 -0.107 -1.337
C -2.352 0.354 1.014
C 2.554 3.132 0.078
C 1.200 2.593 0.051
N 0.950 -0.336 0.010
N -1.547 0.667 -0.202
H -1.583 2.448 -1.521
H 2.050 -3.156 -0.194
H 3.116 -2.339 1.063
H 3.971 -1.017 -0.898
H 2.785 -1.767 -1.783
H -1.936 -2.326 -0.941
H -3.670 -1.612 -0.972
H -3.544 -1.383 1.311
H -1.904 -1.815 1.422
H 0.121 -2.184 0.498
H 1.252 -1.261 1.832
H 1.837 0.544 -1.673
H -2.244 2.702 0.141
H -1.131 -0.297 -2.021
H -2.742 0.593 -1.775
H -3.240 0.999 0.864
H -2.003 0.660 1.965
H 2.850 3.333 1.060
H 2.573 4.007 -0.523
H 3.231 2.403 -0.311
H -0.469 0.508 -0.181
```

Kohn-Sham gap: 10.62 eV
2S+1: 1
charge: +1
LUMO energy: -0.0885 hartree

Mulliken atomic charge list, values in e, 4 entries: atom 1 (C): -0.572, atom 2 (C): -0.314, atom 3 (C): -0.471, atom 4 (C): -0.837

***

What should be chosen as the least stable of them? Choose A.